Molecular formula: H2NO3S2
Method: DFT, ωB97M-V/def2-TZVPD

```
8
Properties=species:S:1:pos:R:3:forces:R:3
N -1.04075 -0.79610 0.32072 0.6739 1.0329 1.4774
O 2.70980 0.06729 0.33402 -1.5371 0.3336 -0.3784
O 1.03209 -0.23971 -1.46756 0.3829 0.9230 1.3888
O 0.13834 -0.76203 0.92191 -0.2924 -0.3268 0.9755
S -1.68602 2.00646 -0.06204 -0.1934 -0.1678 0.1616
S 1.36997 0.41361 -0.17405 1.1775 -1.3026 -1.1539
H -1.75066 -0.08850 0.75274 0.8315 -0.5410 -0.9125
H -0.77277 -0.60102 -0.62574 -1.0429 0.0487 -1.5585
```
Positions in Å, forces in eV/Å.

Properties
Multiplicity: 1
Charge: -1
LUMO energy (spin up / spin down) in eV: 1.873 / 2.759
Relative energy (zero: lowest compared OMol25 entry of this formula, charge and spin) in kJ/mol: 392.66
HOMO-LUMO gap (spin up / spin down) in eV: 6.086 / 6.829

=====

Molecular formula: H2NO3S2
Method: DFT, ωB97M-V/def2-TZVPD

```
8
Properties=species:S:1:pos:R:3:forces:R:3
N 0.19744 0.39876 0.95685 -2.2212 0.8559 -1.3578
O -2.13017 -1.22044 -0.15434 -0.4572 2.7213 0.3178
O -3.10393 0.73872 1.14304 1.8653 -0.8514 -1.9467
O -1.98503 1.12512 -1.08170 -0.3419 -0.7943 1.0871
S 0.94717 -0.05725 -0.52117 0.5399 0.0537 -0.9966
S -2.17138 0.25419 0.08042 0.7699 -1.2333 1.3894
H 0.24432 -0.47366 1.47436 -0.3178 -0.3525 0.0442
H 0.35423 0.69100 -1.54741 0.1629 -0.3992 1.4626
```
Positions in Å, forces in eV/Å.

Properties
Multiplicity: 1
Charge: -1
LUMO energy (spin up / spin down) in eV: 3.605 / 3.605
Relative energy (zero: lowest compared OMol25 entry of this formula, charge and spin) in kJ/mol: 193.76
HOMO-LUMO gap (spin up / spin down) in eV: 6.998 / 6.996

=====

Molecular formula: H2NO4P
Method: DFT, ωB97M-V/def2-TZVPD

```
8
Properties=species:S:1:pos:R:3:forces:R:3
N 2.82016 0.03901 -0.36406 1.2157 1.0415 -0.7189
O -2.42971 -1.10049 0.51317 1.1084 0.7953 -0.3252
O -2.24614 0.40283 -1.51514 0.9028 0.5929 -0.2097
O -2.04649 1.39390 0.92149 0.8249 -0.3489 -1.0221
O 1.65286 -0.64902 0.13822 -0.6868 -2.1776 1.2434
P -2.03904 0.24920 -0.05344 -3.1879 -0.9926 1.5942
H 3.50055 -0.05823 0.42172 -0.8114 0.0714 -0.1752
H 0.78780 -0.27720 -0.06196 0.6345 1.0180 -0.3866
```
Positions in Å, forces in eV/Å.

Properties
Multiplicity: 1
Charge: -2
LUMO energy in eV: 6.666
Relative energy (zero: lowest compared OMol25 entry of this formula, charge and spin) in kJ/mol: 203.81
HOMO-LUMO gap in eV: 4.286

=====

Molecular formula: H2NO4P
Method: DFT, ωB97M-V/def2-TZVPD

```
8
Properties=species:S:1:pos:R:3:forces:R:3
O -3.36261 1.76122 1.63058 -1.5457 0.3715 0.0644
P -1.93603 1.60764 1.60388 1.5630 -1.6970 -0.8659
O -1.75474 0.11280 0.67763 1.0627 1.0554 0.5118
N -0.47584 -0.50203 0.57501 -0.4521 -1.2601 -0.6540
O 0.45441 0.53439 0.78007 -1.6821 0.7818 -1.4479
O -0.46862 -1.00611 -0.88003 2.2522 0.5678 3.2706
H 1.25213 0.10546 1.03607 1.0126 -0.8936 0.3736
H -1.25599 -0.59969 -1.14083 -2.2106 1.0742 -1.2526
```
Positions in Å, forces in eV/Å.

Properties
Multiplicity: 1
SMILES: O=PON(O)O
Charge: 0
LUMO energy in eV: -0.742
Relative energy (zero: lowest compared OMol25 entry of this formula, charge and spin) in kJ/mol: 376.16
HOMO-LUMO gap in eV: 9.531

=====

Molecular formula: H2NO4PS2
Method: DFT, ωB97M-V/def2-TZVPD

```
10
Properties=species:S:1:pos:R:3:forces:R:3
N -0.73884 0.34863 -1.54093 1.9366 -4.5312 -0.5784
O -2.37174 0.66180 0.11346 -0.4856 -1.7510 1.4942
O -0.44116 -1.10133 0.39884 2.6160 0.1215 1.7904
O 2.17768 -0.93637 -0.52476 -0.6605 -0.5959 -0.7636
O 1.82468 -0.27927 1.71515 -0.8699 0.1712 -0.6541
P 1.13558 -0.32002 0.27552 -0.4275 0.2622 -0.5528
S 0.15608 1.41045 -0.69491 2.4045 1.6082 1.8234
S -1.68669 -0.54602 -0.37295 -1.1006 0.8009 -0.0783
H -1.62702 0.50072 -1.82209 -2.7066 3.4045 -2.9869
H 1.57144 0.26140 2.45267 -0.7063 0.5095 0.5062
```
Positions in Å, forces in eV/Å.

Properties
Multiplicity: 1
Charge: 0
LUMO energy in eV: -0.229
Relative energy (zero: lowest compared OMol25 entry of this formula, charge and spin) in kJ/mol: 247.81
HOMO-LUMO gap in eV: 9.068

=====

Molecular formula: H2NO4S
Method: DFT, ωB97M-V/def2-TZVPD

```
8
Properties=species:S:1:pos:R:3:forces:R:3
N 0.32122 -1.05921 0.48175 1.4168 -1.4132 -0.0288
O 2.41804 0.52352 -0.05556 -0.7920 0.0644 -0.1830
O 0.24284 1.51456 0.62257 0.6718 -0.3492 -0.4509
O -1.74699 -0.08695 -0.03606 -1.7048 0.5648 0.1147
O 0.51708 -2.05630 -0.20005 -0.1576 0.1834 0.4016
S 0.96109 0.56855 -0.28903 1.1438 1.0825 0.6070
H -1.16376 0.55131 0.44090 -0.6149 -0.2158 -0.3696
H -1.54952 0.04451 -0.96453 0.0369 0.0832 -0.0909
```
Positions in Å, forces in eV/Å.

Properties
Multiplicity: 3
Charge: -1
LUMO energy (spin up / spin down) in eV: 4.023 / 3.530
Relative energy (zero: lowest compared OMol25 entry of this formula, charge and spin) in kJ/mol: 39.20
HOMO-LUMO gap (spin up / spin down) in eV: 7.141 / 8.860

=====

The evaluated max |F| for the records listed, in turn: 2.1, 2.8, 3.7, 4.0, 5.3, 2.0 eV Å⁻¹.